(1)
A cluster of 2 separate species, C3H10Si2 in total in a non-equilibrium geometry, computed with ωB97M-V/def2-TZVPD.

Structure (XYZ):
```
15
Properties=species:S:1:pos:R:3:forces:R:3
C -1.1079 0.5648 -1.6238 1.446 -0.809 -2.044
C -0.9152 0.6664 -0.3429 0.458 0.332 1.183
C -1.8986 1.4636 -2.6062 -1.552 -0.474 1.286
Si 2.0235 -0.7375 2.7649 -0.122 0.346 -1.675
Si 1.0090 -1.7651 0.8841 -2.688 0.252 0.416
H -0.4107 -0.2319 -2.1241 -1.626 1.236 0.652
H -1.0967 1.3545 0.5031 -0.186 -0.641 -0.720
H -2.5276 0.8853 -3.3412 0.587 0.482 0.963
H -1.2958 2.1271 -3.1605 1.357 0.325 -0.855
H -2.5186 2.2139 -2.0532 0.031 -1.010 -0.206
H 3.3986 -0.2244 2.5631 0.063 -0.423 -0.374
H 1.2155 0.4314 2.5857 -0.517 1.028 0.294
H 1.9420 -1.1050 4.1083 -0.253 -0.884 1.649
H 2.0052 -2.1473 0.0196 1.816 -0.629 -1.639
H -0.2070 -2.7211 0.4872 1.186 0.868 1.070
```
Positions in Å, forces in eV/Å.

Computed properties:
relative energy (zero: lowest compared OMol25 entry of this formula, charge and spin) = 113.4 kcal/mol
HOMO-LUMO gap (spin up / spin down) = 0.2906 / 0.2695 Ha


(2)
A structure of composition C35H63ClF2N4O3S2Si3 in a non-equilibrium geometry, computed with ωB97M-V/def2-TZVPD.

Structure (XYZ):
```
113
Properties=species:S:1:pos:R:3:forces:R:3
C 0.0870 -0.9818 2.5332 0.682 0.200 0.492
C 1.1364 -1.0130 1.3965 -1.296 -0.295 -0.119
C 0.6305 -0.2838 0.1010 0.077 -0.992 1.305
Cl -1.1351 -0.7087 -0.0717 0.280 0.239 -0.504
C 0.8392 1.2210 0.2747 -1.058 0.690 -0.439
C -0.4440 2.1160 0.3676 1.989 -2.002 -0.423
N 0.2495 3.4517 0.3090 -1.833 0.098 1.220
C -0.7538 4.5052 0.6721 -1.149 0.854 0.371
C -2.1613 4.4321 0.0138 -0.064 0.629 0.236
C -3.2568 4.1295 1.0751 0.229 0.140 -1.379
S -3.6442 5.6641 1.9431 1.226 0.815 1.581
O -2.6017 6.6210 1.7358 0.112 -0.083 -1.346
O -3.8505 5.3877 3.3260 -1.181 -0.807 0.044
O -4.9653 6.2456 1.2632 0.253 -0.703 0.401
C 1.1201 3.4302 -0.9123 0.970 0.126 -1.923
C 0.2005 3.3981 -2.1744 0.168 -1.343 -0.391
C 0.9170 3.6436 -3.5308 -0.682 0.516 -0.220
C 0.1474 2.9664 -4.7032 1.001 1.182 -0.170
S -0.1116 4.1611 -6.0812 -0.357 -0.030 -0.168
C 1.9851 4.7098 -1.1497 -1.665 -1.057 1.238
C 1.2579 5.8847 -1.3870 0.874 0.135 0.180
C 1.9840 7.0392 -1.6021 -1.037 -0.665 0.114
C 3.3587 6.9212 -1.5622 0.900 1.909 -0.404
N 4.0676 5.8323 -1.3764 -0.447 -0.720 0.153
C 3.3589 4.7120 -1.1638 0.635 0.533 -0.017
C 1.8894 2.0641 -0.5982 0.653 -0.358 1.965
N 2.9690 2.2230 0.4390 0.016 0.656 -0.475
C 2.5628 1.2671 -1.7199 -1.068 -1.531 -1.735
F 3.5194 1.9910 -2.3917 -0.085 0.427 0.448
F 3.2667 0.2372 -1.1578 0.040 0.509 0.699
C 1.6524 0.6127 -2.8120 0.836 -0.606 -0.056
C 2.1159 -0.8163 -3.2008 -0.572 0.023 -0.390
Si 1.0621 -1.5404 -4.6330 -0.156 0.065 0.049
C 1.1424 -3.4240 -4.5951 -0.133 0.652 0.321
C 1.7143 -0.8044 -6.2475 0.053 0.058 0.312
C -0.7409 -1.0362 -4.3256 0.297 -0.300 -0.035
C -1.4991 -1.6585 -3.3401 0.708 -0.498 0.192
C -2.7926 -1.2786 -3.0992 -1.170 -0.255 1.025
C -3.3987 -0.2666 -3.8051 -0.132 0.385 -0.411
C -2.6742 0.3495 -4.8068 -0.581 0.565 -0.176
C -1.3816 -0.0431 -5.0491 0.983 0.456 -0.747
H 0.5696 -1.0868 3.5125 0.077 -0.039 -0.243
H -0.5995 -1.8253 2.4657 -0.141 0.304 -0.117
H -0.4523 -0.0249 2.5735 -0.107 -0.232 -0.039
H 2.0696 -0.5620 1.7438 0.076 -0.186 -0.385
H 1.2455 -2.0712 1.1378 0.513 0.188 0.103
H 1.1200 -0.7885 -0.7251 -0.077 0.599 -0.213
H 1.1947 1.3143 1.3040 0.498 -0.064 -0.336
H -0.8274 1.8931 1.3629 -0.566 0.600 -0.231
H -1.1201 1.8719 -0.4457 -0.229 0.710 0.188
H 0.8168 3.3903 1.1605 0.492 0.296 -0.409
H -0.9395 4.3573 1.7429 0.346 -0.141 -0.136
H -0.3972 5.5349 0.6314 0.535 -0.386 -0.309
H -2.3865 5.4455 -0.3388 0.180 -0.241 -0.246
H -2.2451 3.7858 -0.8597 0.064 -0.197 0.320
H -4.1523 3.7858 0.5509 -0.018 -0.015 0.361
H -2.9100 3.3790 1.7872 -0.342 0.235 0.197
H -5.6870 6.0109 1.8749 -0.132 0.159 -0.226
H -0.6077 4.1319 -2.1263 0.202 -0.021 0.308
H -0.2983 2.4231 -2.2573 0.090 0.162 0.176
H 1.9872 3.4291 -3.5394 -0.185 -0.222 0.100
H 0.8253 4.7139 -3.7405 0.303 -0.101 0.174
H 0.7023 2.1405 -5.1425 -0.403 -0.261 0.329
H -0.8582 2.7033 -4.3729 0.116 -0.308 -0.311
H 1.1063 4.2170 -6.6651 -0.121 -0.277 0.425
H 0.1763 5.8844 -1.3742 0.096 0.111 -0.173
H 1.4643 7.9709 -1.7909 0.329 0.052 0.032
H 3.9306 7.8428 -1.7011 0.021 -0.274 -0.009
H 3.9448 3.8253 -0.9830 -0.100 0.099 -0.204
H 3.8960 2.1195 0.0401 -0.037 0.012 0.070
H 2.9367 3.1437 0.8679 0.145 -0.067 -0.017
H 0.5974 0.5632 -2.5307 0.118 0.301 -0.061
H 1.8216 1.1872 -3.7244 -0.484 0.280 0.291
H 3.1490 -0.7840 -3.5668 -0.047 -0.124 0.314
H 2.0349 -1.5290 -2.3735 0.251 0.165 -0.012
H 0.3478 -3.8446 -5.2187 0.287 -0.023 -0.087
H 0.9264 -3.7268 -3.5618 0.190 -0.137 -0.184
H 2.1342 -3.7791 -4.8874 -0.211 -0.164 0.020
H 2.7911 -0.6259 -6.1277 -0.132 -0.134 -0.133
H 1.5639 -1.4879 -7.0887 -0.010 0.181 0.059
H 1.2667 0.1681 -6.4862 0.001 -0.205 -0.051
H -1.0637 -2.4481 -2.7313 -0.080 0.044 -0.060
H -3.3806 -1.7456 -2.3116 0.269 -0.151 -0.063
H -4.4175 0.0529 -3.6112 0.074 -0.184 0.097
H -3.1271 1.1469 -5.3925 0.103 -0.122 0.014
H -0.8100 0.4630 -5.8255 -0.256 -0.031 -0.027
C 0.9073 -4.9097 2.5683 -0.425 0.224 -0.391
Si -0.3779 -5.5233 3.8269 1.137 -0.533 1.310
C -1.3237 -6.9431 3.0069 -0.238 0.357 -0.541
C -1.5915 -4.0952 4.1105 -0.206 0.197 -0.661
N 0.4367 -5.9792 5.2173 -0.812 0.015 -0.046
Si -0.3065 -6.5794 6.6059 1.084 0.465 -1.054
C -1.2402 -8.2007 6.3167 -0.208 -0.073 0.489
C -1.5085 -5.3509 7.4047 -0.184 -0.277 0.408
C 1.0427 -6.9406 7.8824 -0.366 -0.132 0.287
H 0.4199 -4.5931 1.6341 0.095 0.012 -0.063
H 1.4597 -4.0564 2.9727 0.033 -0.051 0.069
H 1.6169 -5.7037 2.3295 0.019 0.004 0.055
H -1.6386 -6.6678 1.9911 -0.050 -0.095 -0.013
H -2.2257 -7.1996 3.5658 0.031 -0.044 0.054
H -0.6937 -7.8308 2.9327 0.026 0.014 0.079
H -1.1203 -3.2974 4.6893 0.028 -0.063 0.062
H -2.4890 -4.4248 4.6361 0.018 0.002 0.056
H -1.9126 -3.6727 3.1464 -0.115 0.058 0.055
H -2.1724 -8.0375 5.7712 0.017 -0.012 -0.062
H -1.5015 -8.6728 7.2718 -0.037 -0.059 -0.041
H -0.6244 -8.9036 5.7526 0.019 0.051 -0.043
H -1.0526 -4.3616 7.4823 0.026 -0.007 -0.061
H -1.7803 -5.6764 8.4164 -0.050 0.062 0.004
H -2.4354 -5.2645 6.8329 0.010 0.046 -0.037
H 1.5936 -6.0287 8.1231 0.016 0.001 -0.044
H 1.7469 -7.6794 7.4939 0.008 0.035 -0.039
H 0.6094 -7.3347 8.8093 0.110 -0.007 0.049
```
Positions in Å, forces in eV/Å.

Computed properties:
HOMO-LUMO gap = 0.1355 Ha


(3)
The ion C3H6N3O4 with charge +1 in a non-equilibrium geometry, computed with ωB97M-V/def2-TZVPD.

Structure (XYZ):
```
16
Properties=species:S:1:pos:R:3:forces:R:3
C -0.4134 1.5937 0.5973 3.054 1.236 -0.609
C -1.1113 -0.3751 -0.1668 -0.073 1.153 -0.742
C -1.9809 -1.5081 -0.1721 0.449 -2.614 -0.569
N 1.8541 0.7667 -0.6374 -0.381 -1.380 2.187
N 2.2588 -0.3143 0.2575 -2.375 -0.630 0.288
N 0.6215 1.0788 -0.6703 -2.697 1.247 1.188
O -1.2703 0.5027 0.7724 0.732 0.430 0.321
O 1.3917 -0.9848 0.7958 -0.408 1.267 -0.168
O 3.3883 -0.5199 0.2998 3.991 -0.091 -0.134
O -0.1921 -0.2087 -1.0293 -0.906 0.558 0.057
H -0.9272 2.3930 0.0673 -0.132 -0.150 0.105
H 0.1467 2.0749 1.5386 -1.153 -1.926 -1.932
H -3.0521 -1.5232 -0.4103 0.322 1.034 0.298
H -1.5275 -2.1918 -0.8930 -0.130 -0.158 -0.017
H -1.7994 -1.9676 0.7990 -0.378 -0.136 0.272
H 2.6130 1.1837 -1.1486 0.084 0.157 -0.543
```
Positions in Å, forces in eV/Å.

Computed properties:
relative energy (zero: lowest compared OMol25 entry of this formula, charge and spin) = 104.0 kcal/mol
HOMO-LUMO gap = 0.4025 Ha
net charge = +1


(4)
A cluster of 2 separate species, C6H14N2O2 in total in a non-equilibrium geometry, computed with ωB97M-V/def2-TZVPD.

Structure (XYZ):
```
24
Properties=species:S:1:pos:R:3:forces:R:3
C 1.1754 -2.1838 -1.6039 -0.546 -1.639 0.178
N 2.0074 -1.0632 -1.8597 0.306 0.890 0.028
C 1.6114 0.2649 -1.7551 0.772 -1.928 -0.734
C 2.5981 1.2648 -2.2939 -0.339 0.268 0.664
O 0.5564 0.5788 -1.2474 -0.241 0.101 0.015
H 0.6457 -2.5209 -2.5132 -0.113 0.256 0.420
H 1.7797 -3.0443 -1.2814 0.136 0.281 -0.217
H 0.4932 -2.0672 -0.7713 -0.293 0.530 -0.120
H 2.8917 -1.3619 -2.2462 -0.029 0.933 -0.097
H 3.1410 1.5640 -1.3899 0.132 0.424 -0.362
H 3.2979 0.9287 -3.0527 -0.059 -0.323 0.059
H 1.9987 2.0844 -2.6855 0.253 0.193 0.140
C -1.6082 2.1137 1.3174 0.676 1.626 -0.017
N -1.3485 0.7280 1.0444 -0.091 0.399 0.586
C -1.6645 -0.1607 2.0504 1.214 0.098 -1.951
C -1.6543 -1.5974 1.6077 -1.599 -0.734 1.298
O -1.9453 0.1936 3.1692 -0.449 0.008 0.516
H -1.2536 2.4723 2.2920 -0.647 -0.768 0.306
H -1.0085 2.8180 0.7275 -0.119 -0.654 -0.781
H -2.6569 2.3673 1.1464 0.023 0.049 0.325
H -0.8891 0.5234 0.1567 -0.274 -0.461 0.561
H -2.7230 -1.8722 1.5406 0.188 0.235 -0.392
H -1.1948 -1.8624 0.6720 0.413 0.143 -0.166
H -1.3924 -2.2304 2.4597 0.686 0.074 -0.262
```
Positions in Å, forces in eV/Å.

Computed properties:
relative energy (zero: lowest compared OMol25 entry of this formula, charge and spin) = 20.8 kcal/mol
HOMO-LUMO gap = 0.3535 Ha


Repeat the third record exactly.
The ion C3H6N3O4 with charge +1 in a non-equilibrium geometry, computed with ωB97M-V/def2-TZVPD.

Structure (XYZ):
```
16
Properties=species:S:1:pos:R:3:forces:R:3
C -0.4134 1.5937 0.5973 3.054 1.236 -0.609
C -1.1113 -0.3751 -0.1668 -0.073 1.153 -0.742
C -1.9809 -1.5081 -0.1721 0.449 -2.614 -0.569
N 1.8541 0.7667 -0.6374 -0.381 -1.380 2.187
N 2.2588 -0.3143 0.2575 -2.375 -0.630 0.288
N 0.6215 1.0788 -0.6703 -2.697 1.247 1.188
O -1.2703 0.5027 0.7724 0.732 0.430 0.321
O 1.3917 -0.9848 0.7958 -0.408 1.267 -0.168
O 3.3883 -0.5199 0.2998 3.991 -0.091 -0.134
O -0.1921 -0.2087 -1.0293 -0.906 0.558 0.057
H -0.9272 2.3930 0.0673 -0.132 -0.150 0.105
H 0.1467 2.0749 1.5386 -1.153 -1.926 -1.932
H -3.0521 -1.5232 -0.4103 0.322 1.034 0.298
H -1.5275 -2.1918 -0.8930 -0.130 -0.158 -0.017
H -1.7994 -1.9676 0.7990 -0.378 -0.136 0.272
H 2.6130 1.1837 -1.1486 0.084 0.157 -0.543
```
Positions in Å, forces in eV/Å.

Computed properties:
relative energy (zero: lowest compared OMol25 entry of this formula, charge and spin) = 104.0 kcal/mol
HOMO-LUMO gap = 0.4025 Ha
net charge = +1